(1)
The following is a quantum chemistry calculation of a molecular structure, C29H21AsN6OS3SbSe4Tc, from the OMol25 dataset.

```
! wB97M-V def2-TZVPD RIJCOSX def2/J DEFGRID3
* xyz -1 4
Tc 1.44 -0.13 -4.26
Se 0.93 4.82 -7.05
Sb 1.41 3.83 -4.69
Se 0.86 -0.89 -6.20
Se 0.32 -1.74 -2.76
Se 3.22 5.19 -5.73
N -6.09 -2.60 4.31
C -6.20 -1.76 5.10
H -5.83 -3.30 3.63
O 3.47 -0.32 1.06
As 2.86 1.13 1.63
C 1.88 2.29 0.36
C 2.03 3.68 0.19
C 1.23 4.40 -0.69
C 0.18 3.80 -1.40
C 0.03 2.44 -1.23
C 0.86 1.70 -0.33
C 4.06 2.50 2.30
C 5.23 2.83 1.58
C 6.00 3.89 2.07
C 5.59 4.54 3.23
C 4.39 4.25 3.86
C 3.66 3.21 3.43
C 1.58 0.70 3.06
C 1.73 -0.56 3.75
C 0.97 -0.83 4.92
C -0.05 0.06 5.30
C -0.20 1.23 4.57
C 0.60 1.56 3.50
H 2.85 4.20 0.72
H 1.46 5.45 -0.75
H -0.56 4.38 -1.97
H -0.73 1.91 -1.82
H 0.76 0.66 -0.19
H 5.51 2.25 0.70
H 6.96 4.09 1.64
H 6.24 5.34 3.61
H 4.08 4.78 4.76
H 2.74 3.02 3.92
H 2.53 -1.21 3.44
H 1.21 -1.75 5.41
H -0.73 -0.13 6.10
H -1.04 1.91 4.79
H 0.44 2.57 3.03
S -5.04 -8.27 -1.28
C -3.86 -7.16 -1.70
S -2.13 -7.23 -1.16
C -1.94 -5.61 -1.72
N -2.91 -5.07 -2.31
N -3.96 -5.97 -2.39
C -5.20 -5.38 -2.64
C -5.86 -5.73 -3.77
C -6.96 -4.95 -4.12
C -7.33 -3.84 -3.37
C -6.62 -3.54 -2.20
C -5.57 -4.33 -1.78
S -0.53 -4.81 -1.34
H -5.47 -6.46 -4.47
H -7.51 -5.26 -4.98
H -8.19 -3.22 -3.61
H -6.85 -2.68 -1.55
H -5.04 -4.17 -0.83
N 2.49 1.13 -2.97
C 3.55 1.59 -2.69
N 4.71 1.97 -2.54
C 5.67 2.55 -1.89
N 6.66 3.08 -1.56
*
```

Values from the calculation:
Lowest unoccupied orbital energy (alpha / beta) ... 0.656 / -0.896 eV
Expectation value of S² ... 4.1299
Orbital gap (alpha / beta) ... 5.7 / 4.2 eV
ΔE to the lowest compared entry with this formula, charge and spin ... 183.06 kcal/mol
HOMO level (alpha / beta) ... -0.185 / -0.188 hartree



(2)
The following is a quantum chemistry calculation of a molecular structure, C29H21Br4DyN2O2P, from the OMol25 dataset.

```
! wB97M-V def2-TZVPD RIJCOSX def2/J DEFGRID3
* xyz 1 6
Dy -0.18 -0.38 0.20
Br -3.55 -5.60 2.94
C -2.62 -3.98 2.72
C -2.63 -3.02 3.72
Br -3.53 -3.35 5.35
C -2.01 -1.79 3.50
Br -2.05 -0.40 4.77
C -1.35 -1.50 2.31
O -0.80 -0.32 2.08
C -1.29 -2.51 1.30
O -0.66 -2.27 0.17
C -1.94 -3.72 1.54
Br -1.91 -4.97 0.12
C -0.29 -1.00 -4.38
C -1.06 0.04 -4.89
C -1.65 0.93 -4.01
C -1.45 0.78 -2.64
N -0.66 -0.20 -2.16
C -0.12 -1.07 -3.00
C -2.10 1.65 -1.64
C -2.96 2.69 -1.98
C -3.55 3.45 -0.98
C -3.29 3.14 0.34
C -2.43 2.08 0.61
N -1.84 1.36 -0.34
H 0.16 -1.73 -5.03
H -1.21 0.14 -5.95
H -2.27 1.73 -4.40
H 0.47 -1.87 -2.56
H -3.17 2.92 -3.01
H -4.20 4.27 -1.24
H -3.73 3.70 1.15
H -2.20 1.80 1.64
C 4.32 -1.07 -0.30
P 2.50 -0.82 -0.31
C 2.26 0.91 -0.92
C 1.32 1.79 -0.34
C 0.86 2.89 -1.06
C 1.30 3.12 -2.35
C 2.27 2.30 -2.90
C 2.75 1.21 -2.19
C 2.20 -0.76 1.52
C 1.83 -1.99 2.07
C 1.68 -2.13 3.44
C 1.85 -1.03 4.27
C 2.22 0.19 3.73
C 2.43 0.33 2.37
H 4.79 -0.40 0.42
H 4.73 -0.92 -1.30
H 4.50 -2.11 -0.01
H 0.99 1.67 0.69
H 0.19 3.59 -0.58
H 0.90 3.95 -2.92
H 2.65 2.49 -3.89
H 3.50 0.58 -2.64
H 1.71 -2.85 1.42
H 1.45 -3.10 3.86
H 1.70 -1.12 5.33
H 2.38 1.03 4.39
H 2.79 1.28 1.98
*
```

Values from the calculation:
Lowest unoccupied orbital energy (alpha / beta) ... -3.650 / -3.643 eV
Expectation value of S² ... 9.3417
Orbital gap (alpha / beta) ... 6.4 / 6.4 eV
HOMO level (alpha / beta) ... -0.368 / -0.369 hartree



(3)
The following is a quantum chemistry calculation of a molecular structure, C29H21BrCl2N9O4Tl, from the OMol25 dataset.

```
! wB97M-V def2-TZVPD RIJCOSX def2/J DEFGRID3
* xyz -2 1
Tl 0.28 -0.25 -0.49
Cl -4.11 6.22 -1.57
C -3.54 4.58 -1.83
C -2.27 4.24 -1.40
C -1.72 2.95 -1.60
N -0.44 2.59 -1.12
C 0.47 3.48 -0.74
O 0.48 4.72 -0.86
C 1.74 2.96 -0.05
C 2.61 3.94 0.42
C 3.80 3.58 1.02
C 4.11 2.23 1.15
C 3.18 1.32 0.68
N 2.03 1.67 0.11
C -2.54 2.00 -2.29
C -3.84 2.38 -2.68
C -4.33 3.66 -2.47
Cl -5.93 4.07 -3.06
N -2.03 0.78 -2.69
C -2.78 -0.18 -3.20
O -4.02 -0.37 -3.16
C -2.00 -1.23 -3.99
C -2.55 -2.51 -4.12
C -1.88 -3.46 -4.86
C -0.70 -3.11 -5.50
C -0.24 -1.81 -5.33
N -0.86 -0.89 -4.59
H -1.69 4.98 -0.90
H 2.33 4.97 0.29
H 4.49 4.34 1.38
H 5.03 1.90 1.61
H 3.36 0.25 0.78
H -4.45 1.66 -3.19
H -3.50 -2.71 -3.65
H -2.27 -4.47 -4.94
H -0.15 -3.82 -6.10
H 0.67 -1.47 -5.82
Br -1.91 0.93 1.68
C -1.00 0.82 3.36
C -1.50 1.54 4.40
C -0.90 1.44 5.68
C 0.14 0.59 5.88
C 0.68 -0.17 4.80
C 1.74 -1.08 5.01
C 2.27 -1.75 3.94
C 1.79 -1.51 2.63
C 0.73 -0.67 2.34
C 0.15 -0.02 3.48
H -2.36 2.18 4.26
H -1.29 2.04 6.49
H 0.59 0.47 6.86
H 2.12 -1.24 6.01
H 3.08 -2.46 4.10
H 2.31 -2.02 1.81
N -0.72 -2.96 0.71
N 0.16 -4.01 0.82
C 1.34 -4.01 0.16
N 2.09 -5.14 0.28
N 1.64 -2.97 -0.58
N 2.90 -2.74 -1.00
O 3.04 -1.86 -1.80
O 3.87 -3.39 -0.53
H -0.99 -2.58 1.60
H -1.49 -3.14 0.08
H -0.17 -4.90 1.16
H 1.94 -5.70 1.10
H 3.06 -4.90 0.08
*
```

Values from the calculation:
Lowest unoccupied orbital energy ... 3.748 eV
Orbital gap ... 4.8 eV
ΔE to the lowest compared entry with this formula, charge and spin ... 40.20 kcal/mol
HOMO level ... -0.037 hartree



(4)
The following is a quantum chemistry calculation of a molecular structure, C29H21Cl3F6N6O5S3ScSe3, from the OMol25 dataset.

```
! wB97M-V def2-TZVPD RIJCOSX def2/J DEFGRID3
* xyz 1 1
Sc 1.64 1.37 1.84
Se 3.90 -0.80 4.10
Se 4.29 -0.44 1.84
C 2.84 -1.53 1.18
C 3.06 -2.79 0.67
C 1.96 -3.52 0.24
C 0.69 -2.96 0.36
C 0.58 -1.68 0.88
N 1.64 -0.97 1.27
C 3.70 1.05 4.61
C 4.00 1.34 5.93
C 4.01 2.66 6.33
C 3.76 3.64 5.38
C 3.45 3.25 4.09
N 3.36 1.97 3.71
H 4.06 -3.20 0.62
H 2.08 -4.51 -0.18
H -0.19 -3.50 0.04
H -0.38 -1.19 0.97
H 4.26 0.55 6.62
H 4.23 2.93 7.36
H 3.81 4.69 5.63
H 3.25 3.99 3.33
F -1.44 0.45 6.48
C -0.29 0.72 5.88
F -0.14 2.03 5.77
F 0.72 0.23 6.60
S -0.25 -0.10 4.22
O 0.93 0.56 3.59
O -0.14 -1.49 4.46
N -1.56 0.30 3.45
S -1.37 1.54 2.49
O -0.45 1.18 1.37
O -1.08 2.78 3.13
C -3.01 1.69 1.65
F -3.91 2.15 2.50
F -2.87 2.53 0.64
F -3.40 0.51 1.18
Cl -2.54 -3.55 -8.25
C -2.03 -2.64 -6.87
C -1.57 -3.31 -5.75
C -1.17 -2.58 -4.64
C -1.24 -1.19 -4.64
C -0.79 -0.40 -3.42
C 0.67 0.01 -3.60
N 1.08 0.87 -2.50
C 0.83 2.21 -2.37
C 1.23 2.55 -1.12
N 1.70 1.42 -0.47
C 1.59 0.44 -1.35
O -0.86 -1.12 -2.21
C -2.12 -1.02 -1.54
C -3.25 -1.65 -2.28
C -3.50 -2.99 -2.30
Cl -2.60 -4.20 -1.48
S -4.82 -3.42 -3.30
C -5.07 -1.78 -3.72
C -4.18 -0.95 -3.11
C -1.70 -0.55 -5.78
Cl -1.79 1.18 -5.84
C -2.10 -1.26 -6.90
H -1.52 -4.39 -5.74
H -0.83 -3.08 -3.75
H -1.40 0.51 -3.33
H 0.82 0.53 -4.54
H 1.29 -0.88 -3.59
H 0.41 2.79 -3.17
H 1.21 3.51 -0.64
H 1.87 -0.59 -1.20
H -2.33 0.03 -1.35
H -1.97 -1.53 -0.58
H -5.87 -1.51 -4.38
H -4.17 0.12 -3.24
H -2.46 -0.74 -7.78
Se 0.54 5.91 2.66
C 1.20 4.41 2.11
N 1.70 3.40 1.74
*
```

Values from the calculation:
Lowest unoccupied orbital energy ... -3.392 eV
Orbital gap ... 7.3 eV
HOMO level ... -0.392 hartree



| no. | calculated total energy (eV) |
| --- | --- |
| 1 | -404861.88401 |
| 2 | -351028.34737 |
| 3 | -151792.94310 |
| 4 | -352707.79562 |